57
Properties=species:S:1:pos:R:3:forces:R:3:lowdin_charge:R:1 method="wB97M-V/def2-TZVPD" orbital_gap_ev=5.63 total_charge=-1 homo_ev=-3.099 e_above_lowest_kj_mol=0.0 e_tot_ev=-51204.113
Bi -1.0043 -0.0018 0.9751 -0.07 -1.29 4.32 1.4800
Cl -2.8247 1.0033 2.9737 -0.59 1.33 0.70 -0.3914
O -0.3960 -4.3643 -0.3213 0.25 -0.65 0.04 0.0136
O -0.7546 4.3521 -0.1065 0.33 0.82 -0.08 0.0196
O 0.0442 0.7713 5.3182 0.97 -1.86 -4.04 -0.1395
N 0.0303 2.3105 0.4332 -1.31 2.30 -2.09 0.0393
N 0.3864 -0.2654 3.1082 1.15 -0.36 1.21 -0.1367
N -0.3348 -2.4487 0.8431 -1.07 -0.95 -2.02 0.0498
C -0.8427 1.2201 -2.9516 0.52 -1.88 -2.20 -0.2545
C 0.2717 -3.4784 2.9852 -0.21 0.05 -0.08 -0.0381
C -1.8851 -2.5667 -1.0523 0.53 0.11 -0.85 -0.0576
C -0.4243 -0.0361 -3.5357 -1.14 0.68 1.58 0.0063
C -0.5327 2.4958 -3.6061 0.16 0.97 -0.64 -0.0493
C 2.0524 -2.6389 1.4665 -0.02 0.20 -0.19 -0.0443
C 1.4849 2.9200 2.3558 -0.34 0.05 -0.15 -0.0333
C -0.8634 -3.1298 -0.1504 1.65 1.43 2.81 -0.3557
C 0.3981 4.6029 0.7803 -0.68 0.19 0.04 -0.0533
C 0.6739 -3.2823 1.5305 -0.12 0.25 0.09 -0.5560
C -1.4417 1.1847 -1.7350 1.85 -1.22 0.68 -0.2217
C -0.8656 3.0329 -0.2160 2.43 -1.59 2.31 -0.3761
C -0.3834 -2.5436 -3.6091 0.26 -0.85 -0.60 -0.0515
C -1.9665 2.4263 -1.0010 0.55 -0.60 -0.38 -0.0424
C 0.6159 -4.5900 0.7291 -0.36 -0.34 -0.61 -0.0536
C 2.2855 3.1503 -0.0018 0.13 -0.23 -0.32 -0.0378
C -1.3679 -1.3013 -1.7336 1.56 1.68 1.00 -0.2176
C 1.0786 3.2340 0.9200 -0.26 0.01 0.19 -0.5566
C -0.7652 -1.2800 -2.9489 0.57 0.87 -2.51 -0.2732
C -1.1076 -0.0492 -1.1068 -5.91 -0.45 -0.44 -0.3632
C 0.2428 0.2315 4.1732 -1.01 1.88 4.15 -0.5986
H 2.7048 2.1343 0.0268 -0.07 0.30 -0.05 0.0900
H 0.2809 -3.1435 -2.9789 -0.06 0.04 0.06 0.0851
H 1.9933 3.3838 -1.0374 0.13 -0.08 0.22 0.0800
H 0.9776 -4.1636 3.4631 -0.08 -0.02 0.07 0.0836
H 1.5528 -4.8329 0.2101 -0.22 0.06 0.16 0.1243
H -2.7603 -0.4223 1.5627 0.49 -0.71 -1.21 -0.1898
H -0.1194 2.3673 -4.5949 0.09 -0.12 -0.40 0.0712
H -1.4069 3.1347 -3.6987 -0.18 0.13 -0.06 0.0796
H 0.1256 -0.0127 -4.4312 0.52 -0.03 -1.14 0.0797
H -0.0004 4.9659 1.7420 0.07 -0.10 -0.38 0.1340
H 2.2374 3.6433 2.6792 0.00 -0.03 0.10 0.0835
H -0.7401 -3.8966 3.0168 0.12 0.00 0.18 0.0902
H 0.2859 -2.5055 3.4907 -0.05 -0.23 -0.07 0.0537
H 0.2795 -5.4529 1.3217 0.09 0.27 -0.19 0.1260
H -2.7412 2.0823 -0.3175 -0.28 0.28 0.13 0.1130
H 1.0066 5.3808 0.3016 -0.13 -0.24 0.14 0.1253
H -1.2406 -3.1748 -3.8382 -0.14 -0.08 -0.05 0.0797
H -2.1624 -3.3249 -1.8015 0.07 0.34 0.24 0.1246
H 1.8902 1.9065 2.4254 -0.11 0.14 0.03 0.0730
H 2.0427 -1.7010 2.0348 -0.03 -0.17 -0.13 0.0565
H 3.0502 3.8700 0.3218 -0.10 -0.18 -0.08 0.0843
H 2.3185 -2.4373 0.4206 0.07 -0.01 0.17 0.0852
H -2.7538 -2.2933 -0.4677 -0.31 0.08 0.32 0.1073
H 0.2072 3.0714 -3.0445 0.01 -0.01 0.18 0.0808
H 0.1454 -2.3695 -4.5368 0.11 0.08 -0.30 0.0703
H 0.6046 2.9828 3.0034 0.20 -0.11 0.06 0.0928
H 2.7853 -3.3260 1.9044 0.00 0.11 -0.07 0.0835
H -2.3676 3.1749 -1.6936 -0.05 -0.28 0.17 0.1259


8
Properties=species:S:1:pos:R:3:forces:R:3:lowdin_charge:R:1 method="wB97M-V/def2-TZVPD" orbital_gap_ev="8.23 / 9.54" total_charge=+1 homo_ev="-13.246 / -14.999" e_above_lowest_kj_mol=0.0 e_tot_ev=-4766.536 s_squared=0.7533 multiplicity=2
O -0.7402 0.4027 1.5729 1.36 -1.28 0.72 -0.1020
C -0.6997 0.5437 0.2702 -1.13 -2.31 1.65 -0.3261
C 0.6118 -0.6825 -0.3402 -1.54 0.66 0.25 -0.1150
Be 0.3974 -0.6663 1.3118 -1.64 0.27 0.00 0.6066
Li 0.3264 1.3123 -0.7471 2.72 2.77 -3.16 0.7285
H 0.1485 -1.0682 -1.2586 0.07 -0.71 0.79 0.0491
H -1.7032 0.5947 -0.2068 0.52 -0.35 -0.32 0.1252
H 1.6590 -0.4364 -0.6022 -0.36 0.94 0.06 0.0337